Below is Ca3I as an isolated structure, with properties calculated with ωB97M-V with the def2-TZVPD basis set.

```
4
Properties=species:S:1:pos:R:3
Ca -1.71 0.70 2.29
I 0.01 0.04 -0.04
Ca -0.25 -2.59 -0.92
Ca 1.95 1.85 -1.33
```

2S+1: 2
E_HOMO (alpha / beta) (eV): -19.096 / -25.949
Charge: +4
Energy relative to the best compared isomer or geometry (same formula, charge and spin) (eV): 0.376
Calculated total energy (hartree): -2328.875360

Below is CaF8N4O16S8 as an isolated structure, with properties calculated with ωB97M-V with the def2-TZVPD basis set.

```
37
Properties=species:S:1:pos:R:3
S 28.43 3.38 2.82
O 29.10 3.03 1.55
S 22.11 1.59 3.84
O 21.41 3.51 6.12
F 26.18 0.55 3.58
N 23.08 2.72 4.08
N 24.90 5.15 2.13
F 27.43 5.28 5.65
O 26.05 4.84 -0.06
O 21.71 0.67 4.85
O 20.71 4.09 3.87
F 23.89 2.14 6.61
F 27.92 4.89 2.45
S 26.90 4.35 6.84
S 24.82 4.94 0.67
O 29.36 3.66 3.95
F 24.38 3.43 0.81
F 25.45 6.91 3.56
O 26.67 5.26 8.00
O 25.29 2.53 8.42
S 27.62 1.16 3.14
O 21.16 1.72 2.75
O 23.71 4.26 7.74
N 27.04 2.75 3.10
S 21.81 3.64 4.74
O 26.13 7.38 1.39
N 25.72 3.82 6.00
Ca 25.12 3.61 3.83
S 24.95 6.82 2.02
O 23.62 5.49 -0.01
O 23.74 7.61 2.11
S 24.75 3.35 7.35
O 28.38 0.81 4.32
F 23.23 0.77 3.10
O 27.94 3.34 6.98
O 27.78 0.44 1.94
F 22.74 4.96 4.94
```

E_HOMO (eV): -6.170
Charge: -2
Energy relative to the best compared isomer or geometry (same formula, charge and spin) (eV): 5.015
Calculated total energy (hartree): -6084.946798

Below is CaH24NO15 as an isolated structure, with properties calculated with ωB97M-V with the def2-TZVPD basis set.

```
41
Properties=species:S:1:pos:R:3
H 0.07 -3.13 2.36
H -1.88 1.46 2.73
O -3.17 3.14 0.11
H 2.29 -2.24 2.35
O 1.78 -3.01 2.04
H 2.25 1.40 -1.20
H 2.28 -3.77 2.35
O 1.41 -2.82 -0.81
O -1.13 0.53 0.03
N -0.03 0.24 0.55
H 1.69 3.30 0.41
H -0.29 2.26 -0.95
H -2.87 0.79 -3.12
O -0.04 -0.60 1.49
H -0.89 -0.80 -1.73
O 4.41 -0.39 -0.55
H -2.58 3.21 0.87
H 4.29 -0.18 0.38
H 2.72 3.33 -0.73
H -3.12 1.02 3.51
H 2.75 1.31 -2.64
H -2.31 -2.12 -0.92
H -1.59 -3.30 -0.26
H -2.72 0.75 -1.59
H -0.11 -0.57 -3.02
H 1.43 -2.74 0.15
O -0.34 -1.26 -2.38
O -1.83 -2.38 -0.11
Ca -2.32 -1.51 2.10
O -0.34 2.97 -1.61
H 0.85 -2.10 -1.12
H 3.91 0.31 -1.03
O -3.09 1.27 -2.31
H -4.05 3.02 0.47
H -0.89 -4.34 2.29
O -0.89 -3.38 2.28
O -2.38 0.68 3.00
O 2.97 1.70 -1.78
H 0.55 3.35 -1.62
O 1.03 0.71 0.17
O 2.20 3.90 -0.15
```

E_HOMO (eV): -12.547
Charge: +1
Calculated total energy (hartree): -1875.106731

Below is CdCl4HfO16 as an isolated structure, with properties calculated with ωB97M-V with the def2-TZVPD basis set.

```
22
Properties=species:S:1:pos:R:3
O -0.71 -1.79 -3.22
O -2.36 -0.55 -1.43
Cl 2.48 2.36 -1.87
O 3.76 2.15 -2.66
Cl -1.90 0.07 -0.17
Cd -3.85 -0.61 3.35
O 0.91 -1.63 -1.25
O -1.61 -0.80 3.72
O -0.96 1.47 4.21
O -2.49 1.46 -0.09
O 2.64 3.59 -1.05
O -0.04 0.37 2.23
O -0.21 -3.77 -1.85
Hf 1.45 -0.20 0.54
Cl -0.44 0.19 3.66
O 2.24 1.19 -0.99
O -2.38 -0.62 1.07
Cl 0.37 -2.44 -2.36
O -0.44 0.15 -0.15
O 1.26 2.41 -2.80
O 0.85 -0.15 4.45
O 1.44 -2.86 -3.32
```

E_HOMO (eV): -15.465
Charge: +2
Calculated total energy (hartree): -3258.211659

Below is Cl2F2Mg2 as an isolated structure, with properties calculated with ωB97M-V with the def2-TZVPD basis set.

```
6
Properties=species:S:1:pos:R:3
Cl -2.35 -0.37 0.94
F 0.82 -1.43 0.19
Cl 0.73 2.25 1.40
Mg 0.96 -1.15 -1.73
Mg -0.15 0.25 0.62
F -0.01 0.44 -1.41
```

E_HOMO (eV): -9.049
Energy relative to the best compared isomer or geometry (same formula, charge and spin) (eV): 0.286
Calculated total energy (hartree): -1520.536300

Below is a 2-piece molecular cluster, Cl2FH overall, with properties calculated with ωB97M-V with the def2-TZVPD basis set.

```
4
Properties=species:S:1:pos:R:3
Cl -1.70 -0.16 0.00
Cl 0.24 0.29 0.00
F 2.39 -0.22 -0.02
H 3.30 -0.32 0.15
```

E_HOMO (eV): -10.361
SMILES: ClCl.F
Energy relative to the best compared isomer or geometry (same formula, charge and spin) (eV): 0.440
Calculated total energy (hartree): -1020.795525